# 1
The following is a DFT calculation (the ωB97M-V functional and the def2-TZVPD basis) of 6 unconnected molecules or ions with the total composition C32H70N2O18S5.

SMILES: CCOCCOC[C@@](C#N)(CC#N)CCCCCCCOC.CCOS(C)(=O)=O.CCOS(C)(=O)=O.CCOS(C)(=O)=O.CCOS(C)(=O)=O.CCOS(C)(=O)=O
Spin multiplicity: 1
Kohn-Sham gap in eV: 9.87
E in a.u.: -4715.91010
Charge: 0

Geometry (Å):
S -12.512 -2.570 4.566
S 5.033 1.248 -9.254
S -5.109 -0.858 8.059
S -9.197 0.290 0.267
S -2.898 -3.429 1.026
O 5.571 0.353 -10.451
O -3.684 -2.664 0.103
O 7.840 -1.017 0.192
O -13.081 -1.559 3.725
O -5.640 -2.119 7.644
O -8.564 -0.579 -0.896
O -5.140 0.159 6.842
O 5.236 2.624 -9.587
O -2.636 -2.903 2.328
O -3.820 -0.798 8.677
O 5.527 0.733 -8.014
O 10.719 0.687 -1.300
O 3.330 3.220 -4.395
O -8.789 -0.250 1.529
O -11.210 -3.137 3.866
O -8.977 1.675 -0.016
O -1.541 -3.839 0.320
O -12.244 -2.278 5.939
N 3.404 0.233 -0.716
N 3.150 -2.045 2.180
C 9.405 0.166 -1.269
C 6.025 1.397 1.104
C 5.625 -0.021 0.636
C -13.476 -4.038 4.471
C 5.505 -0.978 1.869
C 4.357 0.073 -0.102
C 3.692 3.683 -1.989
C 4.546 3.516 1.004
C -6.298 -0.043 9.066
C 3.330 0.838 -9.404
C -6.191 -0.735 -0.202
C 8.881 -0.056 0.144
C -3.568 -5.047 1.184
C 6.933 0.562 -10.889
C -0.734 -2.787 -0.269
C 7.960 -0.001 -9.928
C -0.006 -1.945 0.756
C 10.017 3.044 -1.034
C 4.905 2.220 1.775
C 3.103 3.546 0.476
C -10.883 -0.125 -0.008
C -7.186 -0.303 -1.257
C 4.183 -1.565 2.057
C 4.465 2.392 -4.482
C -10.188 -2.183 3.473
C 2.747 3.243 -3.099
C 2.978 4.371 -0.808
C -4.119 0.027 5.823
C 6.615 -0.630 -0.388
C -4.341 -1.158 4.906
C -9.368 -1.663 4.632
C 10.912 1.894 -0.587
H 7.763 -1.054 -9.730
H 1.908 3.933 -3.168
H -14.409 -3.832 4.992
H 0.588 -2.569 1.420
H 1.929 4.548 -1.035
H -7.035 -0.853 -2.183
H 6.839 1.259 1.816
H -6.309 -0.151 0.710
H -6.323 -1.785 0.052
H 8.589 0.892 0.598
H 10.530 3.980 -0.812
H 4.454 4.337 -2.414
H 3.222 -0.241 -9.328
H -5.176 -0.595 -0.568
H 8.748 0.813 -1.861
H 4.645 2.127 -5.517
H -9.548 -2.733 2.788
H -5.338 -1.121 4.467
H -5.907 0.925 9.365
H 6.243 -1.775 1.815
H -12.937 -4.840 4.967
H 5.722 -0.411 2.775
H 9.852 3.021 -2.108
H 4.683 4.366 1.671
H 7.089 1.626 -11.068
H 9.067 3.087 -0.503
H -1.367 -2.182 -0.920
H -0.702 -1.372 1.368
H -4.179 0.958 5.263
H -6.456 -0.678 9.935
H -2.866 -5.660 1.742
H 7.949 0.525 -8.975
H 9.699 -0.457 0.742
H -7.221 0.060 8.502
H 4.218 2.804 -1.612
H -8.558 -1.045 4.248
H 10.831 1.737 0.493
H -7.091 0.760 -1.483
H 11.947 2.174 -0.774
H -4.500 -4.945 1.736
H 9.441 -0.795 -1.780
H -3.141 -0.011 6.305
H 6.738 0.064 -1.220
H -8.946 -2.493 5.200
H 2.470 3.969 1.257
H -0.023 -3.317 -0.899
H -11.189 0.261 -0.976
H -11.455 0.343 0.790
H 2.958 1.208 -10.355
H -4.245 -2.102 5.439
H 6.456 1.923 0.252
H 8.956 0.097 -10.361
H 6.988 0.051 -11.848
H -10.990 -1.206 0.039
H 2.757 2.534 0.273
H 4.337 1.469 -3.906
H -3.751 -5.455 0.194
H 6.156 -1.538 -0.781
H 4.010 1.621 1.930
H 2.337 2.247 -2.894
H 5.245 3.654 0.181
H 5.278 2.519 2.753
H -10.649 -1.375 2.908
H 3.458 5.334 -0.623
H -9.963 -1.061 5.318
H 0.659 -1.245 0.249
H -3.603 -1.146 4.103
H -13.665 -4.272 3.428
H 5.364 2.892 -4.107
H 2.821 1.327 -8.576

Mulliken population analysis, charges in e, atoms 1 to 99:
1 S 1.288
2 S 1.241
3 S 1.229
4 S 1.213
5 S 1.223
6 O -0.274
7 O -0.636
8 O -0.418
9 O -0.650
10 O -0.597
11 O -0.278
12 O -0.253
13 O -0.657
14 O -0.566
15 O -0.663
16 O -0.592
17 O -0.468
18 O -0.433
19 O -0.509
20 O -0.295
21 O -0.674
22 O -0.301
23 O -0.626
24 N -0.496
25 N -0.499
26 C -0.522
27 C -1.675
28 C 2.938
29 C -0.946
30 C -0.818
31 C -0.855
32 C 0.367
33 C -0.806
34 C -0.929
35 C -0.939
36 C -0.870
37 C -0.121
38 C -1.006
39 C -0.363
40 C -0.413
41 C -0.968
42 C -0.781
43 C -0.939
44 C -0.989
45 C -0.667
46 C -1.044
47 C -0.468
48 C 0.420
49 C -0.375
50 C -0.167
51 C -0.775
52 C -1.162
53 C -0.498
54 C -1.509
55 C -0.655
56 C -1.053
57 C -0.314
58 H 0.262
59 H 0.349
60 H 0.372
61 H 0.297
62 H 0.523
63 H 0.285
64 H 0.636
65 H 0.320
66 H 0.245
67 H 0.092
68 H 0.400
69 H 0.393
70 H 0.320
71 H 0.373
72 H 0.310
73 H 0.089
74 H 0.252
75 H 0.123
76 H 0.317
77 H 0.407
78 H 0.316
79 H 0.316
80 H 0.302
81 H 0.436
82 H 0.338
83 H 0.125
84 H 0.310
85 H 0.248
86 H 0.287
87 H 0.368
88 H 0.336
89 H 0.298
90 H 0.368
91 H 0.300
92 H -0.218
93 H 0.377
94 H 0.248
95 H 0.344
96 H 0.401
97 H 0.380
98 H 0.361
99 H 0.368

# 2
The following is a DFT calculation (the ωB97M-V functional and the def2-TZVPD basis) of 5 unconnected molecules or ions with the total composition C32H71N3O17S4Si in a non-equilibrium geometry.

SMILES: [H]/N=C(/C)C[Si@@](CCCCCCCCOC(C)=O)(CCCCNC(C)=O)CON=O.CCOS(C)(=O)=O.CCOS(C)(=O)=O.CCOS(C)(=O)=O.CCOS(C)(=O)=O
Spin multiplicity: 1
Kohn-Sham gap in eV: 9.45
E in a.u.: -4587.30170
Charge: 0

Geometry (Å):
S 6.682 -3.493 11.842
S -3.448 8.648 -3.186
S -5.791 2.852 -12.054
S -5.441 1.837 -5.852
Si 0.475 -5.280 0.273
O 0.090 -3.694 3.966
O -6.142 1.506 -11.725
O 7.569 -4.450 11.258
O -6.512 3.956 -11.498
O -2.254 1.681 -0.092
O -6.039 3.281 -5.560
O 5.489 -3.087 11.165
O -5.365 1.108 -4.622
O -4.236 3.067 -11.790
O 5.461 0.096 6.665
O 7.516 -2.197 12.248
O -4.290 7.493 -3.083
O 0.877 -5.456 3.086
O -4.297 1.964 -6.703
O -3.475 9.431 -1.799
O -2.097 8.541 -3.640
O 5.570 1.788 8.113
N -3.000 -0.370 0.583
N 0.156 -5.243 -3.046
N 0.491 -4.122 2.955
C -4.264 9.873 -4.152
C 1.837 -3.981 0.042
C 8.291 -1.543 11.225
C -0.779 -7.415 -2.974
C -3.804 3.263 -10.426
C 6.257 -4.004 13.474
C 3.091 -4.156 0.954
C -3.111 8.708 -0.606
C 3.843 0.245 8.472
C 5.038 0.812 7.739
C 5.401 -1.995 3.071
C -3.831 1.984 -9.616
C -1.618 8.461 -0.511
C 0.087 -6.318 -2.397
C 6.184 0.064 4.351
C -1.177 -4.455 -0.166
C -2.064 -4.046 1.048
C 7.426 -0.766 10.253
C -2.897 0.363 -1.899
C 4.151 -2.896 2.978
C 0.508 -6.215 1.933
C 5.631 0.923 5.497
C 3.495 -2.801 1.564
C -5.375 4.104 -4.577
C -6.784 1.227 -6.814
C -5.740 3.007 -13.809
C -2.686 0.639 -0.410
C -4.069 4.680 -5.085
C -2.433 -1.694 0.152
C 5.083 -0.531 3.435
C -2.057 -2.546 1.356
C 0.780 -6.617 -1.083
H 6.788 -1.432 9.673
H -3.942 0.157 -2.139
H 4.130 -0.412 3.957
H 6.348 1.718 5.684
H 0.770 -4.598 -2.538
H -1.067 9.396 -0.615
H -1.848 -4.640 1.935
H 3.418 -2.514 3.686
H 6.092 -2.441 3.786
H -2.835 -2.386 2.108
H -1.528 -1.495 -0.421
H -3.672 7.774 -0.550
H 7.163 -4.284 14.004
H 8.960 -0.860 11.746
H -4.406 4.043 -9.955
H 4.427 -3.926 3.201
H 3.376 -0.578 7.943
H 4.198 -2.275 0.915
H -1.131 -2.206 1.822
H -0.835 -7.299 -4.051
H -2.537 1.210 -2.469
H -0.487 -6.655 2.070
H 4.647 1.299 5.206
H -6.064 4.915 -4.348
H -1.275 7.792 -1.299
H -5.285 9.984 -3.796
H 5.021 0.067 2.527
H 5.592 -4.859 13.379
H -3.266 1.199 -10.122
H 4.178 -0.030 9.470
H -5.226 3.538 -3.656
H 5.928 -1.982 2.115
H -0.941 -3.603 -0.805
H 3.907 -4.458 0.295
H 1.180 -7.064 1.825
H -1.790 -7.304 -2.572
H -3.651 5.374 -4.357
H -6.497 0.244 -7.181
H -3.099 -4.290 0.793
H -7.666 1.154 -6.184
H 8.915 -2.273 10.704
H -2.305 -0.491 -2.228
H 2.636 -2.136 1.648
H 2.172 -4.043 -0.997
H -3.173 -2.178 -0.489
H 6.793 -0.702 4.828
H -6.742 2.798 -14.179
H -0.406 -8.406 -2.723
H -1.370 8.006 0.449
H 5.745 -3.186 13.974
H -3.407 2.149 -8.633
H -2.783 3.635 -10.485
H 2.993 -4.942 1.701
H 8.045 -0.201 9.555
H -5.445 4.021 -14.066
H 3.134 1.060 8.607
H -6.953 1.903 -7.650
H -5.036 2.280 -14.204
H -3.432 9.329 0.229
H 1.859 -6.608 -1.261
H -4.009 -0.485 0.481
H -3.333 3.897 -5.266
H 6.773 -0.075 10.789
H -3.716 10.808 -4.069
H -1.788 -5.108 -0.790
H 1.373 -3.001 0.150
H -4.257 9.526 -5.184
H -4.222 5.205 -6.030
H 6.843 0.703 3.763
H 0.468 -7.605 -0.743
H -4.849 1.619 -9.486

Mulliken population analysis, charges in e, atoms 1 to 99:
1 S 1.195
2 S 1.284
3 S 1.239
4 S 1.196
5 Si -0.244
6 O -0.465
7 O -0.605
8 O -0.640
9 O -0.647
10 O -0.515
11 O -0.313
12 O -0.585
13 O -0.623
14 O -0.255
15 O -0.218
16 O -0.248
17 O -0.593
18 O -0.338
19 O -0.576
20 O -0.322
21 O -0.620
22 O -0.535
23 N -0.399
24 N -0.779
25 N 0.450
26 C -1.001
27 C -0.619
28 C -0.550
29 C -1.291
30 C -0.424
31 C -0.944
32 C -1.161
33 C -0.316
34 C -0.974
35 C 0.703
36 C -0.909
37 C -0.764
38 C -0.985
39 C 0.686
40 C -0.645
41 C -0.394
42 C -0.949
43 C -0.867
44 C -0.867
45 C -0.958
46 C -0.791
47 C -0.713
48 C -0.703
49 C -0.303
50 C -1.035
51 C -0.959
52 C 0.453
53 C -0.795
54 C -0.494
55 C -0.677
56 C -0.701
57 C -0.801
58 H 0.286
59 H 0.264
60 H 0.477
61 H 0.327
62 H 0.337
63 H 0.267
64 H 0.363
65 H 0.320
66 H 0.512
67 H 0.341
68 H 0.340
69 H 0.309
70 H 0.322
71 H 0.288
72 H 0.325
73 H 0.448
74 H 0.286
75 H 0.527
76 H 0.148
77 H 0.394
78 H 0.308
79 H 0.490
80 H 0.408
81 H 0.219
82 H 0.303
83 H 0.308
84 H 0.265
85 H 0.368
86 H 0.293
87 H 0.217
88 H 0.310
89 H 0.393
90 H 0.419
91 H 0.419
92 H 0.355
93 H 0.251
94 H 0.234
95 H 0.378
96 H 0.554
97 H 0.341
98 H 0.349
99 H 0.320

# 3
The following is a DFT calculation (the ωB97M-V functional and the def2-TZVPD basis) of 5 unconnected molecules or ions with the total composition C32H71NO17 in a non-equilibrium geometry.

SMILES: C[C@@H](O)CNCCO[C@@H]1COC(=O)O1.COCCOCCOC.COCCOCCOC.COCCOCCOC.COCCOCCOC
Spin multiplicity: 1
Kohn-Sham gap in eV: 9.21
E in a.u.: -2595.32072
Charge: 0

Geometry (Å):
O -1.526 -1.948 11.518
O -1.349 1.084 -3.683
O 3.154 -2.429 -0.057
O 9.338 -0.109 -0.344
O 1.603 -0.678 -0.333
O 1.332 3.119 7.353
O -4.821 0.498 -13.978
O -2.186 0.977 10.795
O -2.122 0.065 -6.493
O 3.281 1.184 5.946
O 0.316 1.276 5.102
O -4.352 0.742 -10.936
O 1.540 1.468 -0.996
O 0.848 0.243 -5.684
O -6.526 -1.164 -12.008
O 2.384 0.861 0.975
O -4.400 -0.869 11.880
N 6.850 -2.876 -0.499
C -3.867 -1.570 10.771
C -0.239 1.870 -4.074
C 3.042 2.548 5.647
C -5.185 -1.481 -11.681
C 7.908 -1.928 -0.925
C 5.620 -2.142 -0.175
C 2.965 -1.086 -0.096
C 8.308 -0.965 0.162
C -2.666 1.427 9.543
C 1.786 0.683 -0.232
C 1.381 2.755 8.720
C 4.375 -2.874 -0.651
C 0.350 1.577 3.720
C -2.231 0.860 -7.658
C 2.224 0.361 6.410
C 0.339 1.545 -5.447
C -1.137 -2.389 12.804
C -5.036 1.622 -10.065
C 1.027 0.120 5.499
C -3.585 0.024 12.616
C 2.566 3.473 6.761
C 8.751 -1.652 1.448
C -1.185 -0.993 -6.549
C -0.006 -0.881 -5.589
C -6.839 0.091 -12.586
C -4.463 -0.637 -10.637
C -4.194 -0.456 -14.813
C -3.012 1.248 11.911
C -6.235 0.451 -13.938
C 3.206 -0.288 1.193
C -2.704 -2.531 10.995
C -1.146 0.251 -2.556
H 2.682 -0.622 6.561
H -0.356 1.825 -6.240
H -0.264 -3.044 12.719
H -3.820 1.937 11.644
H -3.717 1.725 9.571
H -4.866 -1.265 -15.108
H 0.323 -0.497 6.070
H -7.922 0.066 -12.739
H -4.918 -0.791 -9.653
H -4.238 0.415 13.402
H -6.631 -0.211 -14.715
H -5.742 1.108 -9.408
H -0.321 -1.030 -4.556
H -0.095 0.129 -2.301
H -3.340 -0.881 -14.282
H -3.439 -1.027 -10.580
H -2.227 1.913 -7.368
H -3.810 0.039 -15.710
H -0.594 2.906 -4.130
H 0.763 1.866 8.869
H 4.482 -3.899 -0.311
H 0.636 -1.740 -5.813
H 3.351 3.587 7.517
H 5.651 -1.175 -0.691
H -2.443 -2.928 10.007
H 2.877 -0.782 2.095
H -0.839 -1.522 13.398
H 6.641 -3.395 -1.348
H 8.984 0.786 -0.363
H 8.284 -2.628 1.528
H 7.616 -1.414 -1.846
H 1.908 0.676 7.405
H -1.727 -1.904 -6.266
H -3.031 -3.379 11.605
H 1.107 1.004 3.181
H 5.518 -1.925 0.885
H -1.934 -2.920 13.328
H 0.563 2.640 3.591
H -2.553 0.623 8.811
H 2.394 2.546 9.070
H 4.258 -0.028 1.251
H 1.198 2.211 -5.576
H -6.586 1.463 -14.169
H -3.646 -0.875 9.960
H 1.335 -0.470 4.628
H -4.694 -2.182 10.401
H -4.308 2.167 -9.457
H 2.400 2.633 4.770
H -1.577 -0.731 -2.767
H -0.632 1.379 3.278
H -2.062 2.273 9.202
H -6.676 0.889 -11.861
H -5.585 2.356 -10.660
H 4.012 2.940 5.326
H -1.682 0.665 -1.695
H -1.417 0.690 -8.367
H 0.551 1.843 -3.319
H -0.821 -1.142 -7.572
H 9.824 -1.794 1.451
H -4.589 -1.583 -12.588
H 7.488 -0.304 0.436
H 4.287 -2.918 -1.738
H -2.808 -0.526 13.149
H 2.419 4.457 6.300
H -2.383 1.762 12.648
H 8.774 -2.536 -1.179
H -5.232 -2.491 -11.261
H -3.186 0.655 -8.150
H 0.948 3.559 9.324
H 8.490 -1.009 2.276
H 3.472 -0.641 -0.957

Mulliken population analysis, charges in e, atoms 1 to 99:
1 O -0.270
2 O -0.342
3 O -0.388
4 O -0.585
5 O -0.447
6 O -0.298
7 O -0.295
8 O -0.263
9 O -0.357
10 O -0.498
11 O -0.290
12 O -0.316
13 O -0.413
14 O -0.490
15 O -0.465
16 O -0.390
17 O -0.464
18 N -0.435
19 C -0.197
20 C -0.098
21 C -0.069
22 C -0.378
23 C -0.932
24 C -0.246
25 C 0.179
26 C 0.699
27 C -0.782
28 C 0.789
29 C -0.636
30 C -0.915
31 C -0.655
32 C -0.660
33 C -0.206
34 C -0.265
35 C -0.841
36 C -0.867
37 C -0.381
38 C -0.259
39 C -0.556
40 C -1.408
41 C -0.542
42 C -0.172
43 C -0.199
44 C -0.357
45 C -0.828
46 C -0.525
47 C -0.468
48 C -0.401
49 C -0.472
50 C -0.892
51 H 0.443
52 H 0.050
53 H 0.242
54 H 0.389
55 H 0.424
56 H 0.415
57 H 0.366
58 H 0.421
59 H 0.372
60 H 0.421
61 H 0.359
62 H 0.410
63 H -0.004
64 H 0.365
65 H 0.238
66 H 0.315
67 H 0.289
68 H 0.239
69 H 0.367
70 H 0.081
71 H 0.409
72 H 0.440
73 H 0.353
74 H 0.433
75 H 0.352
76 H 0.278
77 H 0.236
78 H 0.296
79 H 0.370
80 H 0.352
81 H 0.345
82 H 0.048
83 H 0.350
84 H 0.360
85 H 0.175
86 H 0.257
87 H 0.411
88 H 0.281
89 H 0.204
90 H 0.406
91 H 0.161
92 H 0.435
93 H 0.359
94 H 0.009
95 H 0.229
96 H 0.421
97 H 0.255
98 H -0.064
99 H 0.332